Record 1
# C4H11PS

A 2-piece molecular cluster, C4H11PS overall (ωB97M-V/def2-TZVPD, the OMol25 dataset).

Calculated values
HOMO-LUMO gap (alpha / beta) in hartree: 0.273 / 0.263

Geometry (Å):
C1 0.58 -1.62 1.36
C2 -1.49 0.10 0.71
C3 -0.12 -1.76 -1.32
C4 0.81 2.16 -0.82
P1 0.10 -0.59 0.08
S1 0.10 3.21 0.48
H1 1.14 -2.40 0.90
H2 1.13 -1.24 2.24
H3 -1.31 1.15 1.07
H4 -2.09 0.30 -0.27
H5 -1.81 -0.43 1.53
H6 -0.89 -2.52 -1.33
H7 -0.10 -1.21 -2.27
H8 0.94 -2.26 -1.25
H9 0.26 2.24 -1.70
H10 1.83 1.91 -1.01
H11 0.95 2.97 1.59


Record 2
# C5H8ClN2

C5H8ClN2 as an isolated structure (ωB97M-V/def2-TZVPD, the OMol25 dataset).

Calculated values
HOMO-LUMO gap (alpha / beta) in hartree: 0.272 / 0.253
Charge: +1

Geometry (Å):
C1 3.51 0.39 -1.15
C2 -1.46 0.16 1.21
C3 1.19 0.64 -0.56
C4 -0.80 -0.69 -0.47
C5 -2.85 -0.07 1.48
N1 2.37 0.90 -1.07
N2 0.48 -0.47 -0.81
Cl1 -1.68 -1.97 -1.08
H1 3.83 -0.47 -0.56
H2 4.23 0.85 -1.81
H3 -0.79 0.91 1.59
H4 0.72 1.44 -0.01
H5 -3.30 0.77 2.00
H6 -3.41 -0.29 0.56
H7 -2.98 -0.96 2.11
H8 0.90 -1.15 -1.44


What energy relative to the best compared isomer or geometry (same formula, charge and spin) values result from the calculations? In sequence: 449.8 555.9 kJ/mol.
What E_tot values result from the calculations? In sequence: -898.3633 -764.5671 hartree.